This record from OMol25 describes a molecular structure, C30H44BrN3P2Re at a distorted geometry. The level of theory is ωB97M-V/def2-TZVPD.

Geometry (Å):
C: -0.9252 6.9940 -3.1068
C: -1.1069 5.6029 -3.1539
C: -1.3752 5.0121 -4.4156
C: -1.4929 5.8439 -5.5406
N: -1.3450 7.1697 -5.4637
C: -1.0600 7.7395 -4.2896
C: -1.0553 4.8250 -1.9362
C: -1.0978 3.8553 -1.1850
C: -1.1447 2.5851 -0.6165
C: 0.1817 2.0662 -0.3828
C: 0.3676 0.6798 -0.8269
C: -0.8468 -0.1033 -0.4675
C: -2.1452 0.3872 -0.6929
C: -2.2922 1.7819 -0.6495
Re: 0.2209 0.3101 1.1446
P: 1.9628 -1.0760 1.0304
H: -1.5370 3.9373 -4.5111
H: -0.7260 7.4926 -2.1599
H: -1.7242 5.4222 -6.5255
H: -0.9417 8.8275 -4.2674
H: -3.2759 2.2645 -0.7367
H: 1.0201 2.7827 -0.3675
H: -3.0035 -0.2736 -0.7533
H: 1.1267 0.3937 -1.5482
C: 1.9113 -2.4075 2.3505
C: 2.4965 -3.7909 2.0400
H: 0.8461 -2.4790 2.6380
H: 2.4344 -1.9525 3.2077
H: 2.5066 -4.3625 2.9790
H: 1.8909 -4.3615 1.3265
H: 3.5322 -3.7596 1.6835
C: 2.1712 -1.9863 -0.5527
C: 3.0542 -1.3322 -1.6109
H: 1.1562 -2.1364 -0.9461
H: 2.5445 -2.9810 -0.2798
H: 3.4543 -2.1143 -2.2908
H: 2.4993 -0.6166 -2.2428
H: 3.9051 -0.8124 -1.1462
C: 3.6216 -0.3159 1.3635
C: 4.8229 -1.2737 1.3750
H: 3.5414 0.1876 2.3434
H: 3.7494 0.4795 0.6103
H: 5.7360 -0.6868 1.5484
H: 4.7540 -2.0064 2.1891
H: 4.9544 -1.8135 0.4282
Br: -1.6031 -1.0714 2.3049
P: -2.6307 -3.6066 -1.5297
C: -0.8400 -3.5921 -1.1355
C: -0.2405 -4.9768 -1.3886
H: -0.7304 -3.2599 -0.0869
H: -0.3767 -2.8366 -1.7899
H: 0.8531 -4.9149 -1.4372
H: -0.4969 -5.6828 -0.5917
H: -0.6025 -5.3860 -2.3411
C: -3.4432 -3.3183 0.0998
C: -4.8514 -3.9175 0.0546
H: -3.4409 -2.2430 0.3312
H: -2.8303 -3.8136 0.8688
H: -5.2618 -4.0134 1.0624
H: -5.5373 -3.2929 -0.5255
H: -4.8284 -4.9177 -0.3931
C: -2.9085 -2.0724 -2.5107
C: -3.3063 -2.2768 -3.9687
H: -1.9796 -1.4947 -2.4483
H: -3.7001 -1.5196 -1.9905
H: -3.5706 -1.3035 -4.3971
H: -2.4792 -2.6724 -4.5649
H: -4.1779 -2.9335 -4.0552
N: 1.7568 3.3728 6.7308
C: 1.3717 2.7353 5.5881
C: 1.7575 1.3911 5.3706
C: 1.3749 0.7759 4.1816
N: 0.6560 1.4045 3.2458
C: 0.2813 2.6826 3.4320
C: 0.5750 3.3785 4.6064
H: 2.3540 2.9025 7.4015
H: 1.5188 4.3389 6.9051
H: 2.3483 0.8387 6.0983
H: 1.6721 -0.2403 3.9393
H: -0.2521 3.1429 2.5920
H: 0.2024 4.3945 4.7496

- 2S+1: 4
- Net charge: +4
- Energy relative to the best compared isomer or geometry (same formula, charge and spin): 0.00 kJ/mol
- HOMO (alpha / beta): -17.76 / -17.78 eV